Entry from OMol25: a 19-piece molecular cluster, C18H56N4O20S overall (the ωB97M-V functional and the def2-TZVPD basis).

Results
Total charge   0
E_HOMO   -7.8 eV
2S+1   1
Maximum force   3.991 eV Å⁻¹
HOMO-LUMO gap   7.75 eV
Energy   -2841.42831 Ha
M   680.72 g/mol

```
99
Properties=species:S:1:pos:R:3:forces:R:3:mulliken_charge:R:1
C -5.0191 1.5390 1.7104 -0.55 -0.23 0.43 -0.59
C -5.2073 0.1382 1.0299 -0.84 1.00 -0.77 0.52
O -5.7954 0.1147 -0.0393 0.60 -0.32 0.67 -0.56
N -4.7020 -1.1054 1.5688 1.78 0.91 0.22 -0.03
C -4.0353 -0.9099 2.8930 0.47 0.11 1.18 -1.06
C -3.6848 -1.6744 0.6863 1.62 -1.23 -2.43 0.03
C -3.4303 -3.1156 0.6029 0.83 1.06 -0.84 -0.60
C -2.3845 -3.6775 -0.2535 -0.19 1.80 0.06 -0.96
C -1.5102 -2.8395 -1.0924 -2.81 0.81 1.97 0.31
C -1.8024 -1.3920 -1.0286 0.08 -1.87 0.58 0.14
C -2.8467 -0.8311 -0.1785 0.54 -1.57 -0.01 -0.08
S -0.7235 -0.3485 -2.0778 0.19 -0.52 0.63 -0.39
C 0.8779 -1.2079 -1.8519 0.18 -1.62 0.46 0.17
C 2.1388 -0.4868 -1.7101 0.16 -2.22 0.24 -1.02
C 3.4222 -1.1937 -1.4837 -1.84 -0.08 -0.73 1.20
C 4.7636 -0.3961 -1.2819 -0.87 -0.50 1.17 -0.49
C 4.5589 1.1684 -1.3330 0.37 -1.60 -0.56 -0.90
C 3.8696 1.7546 -0.0632 -0.38 1.11 0.05 0.33
N 3.2748 0.9327 0.9649 -0.38 0.15 -0.51 -0.35
O 3.8310 2.9636 0.1013 0.54 -0.87 -0.43 -0.71
C 3.3719 -2.6600 -1.4529 -1.60 0.86 -0.07 0.11
N 4.5856 -3.4246 -1.2413 -0.96 0.13 0.69 -0.53
C 2.1099 -3.3816 -1.6090 -0.81 1.81 -0.33 -0.12
C 0.7822 -2.6814 -1.7960 3.86 1.01 0.10 -0.81
N -0.4594 -3.4079 -1.9083 0.79 1.22 1.41 -0.23
H -5.8017 2.2381 1.2719 1.14 -1.12 0.56 0.37
H -5.1510 1.5023 2.8293 0.38 0.02 -1.14 0.36
H -3.9943 1.9470 1.4575 -1.08 -0.66 0.45 0.02
H -3.5933 -1.8677 3.2896 -0.53 0.83 -0.76 0.36
H -4.7439 -0.5576 3.6898 0.44 -0.29 -0.99 0.32
H -3.2043 -0.1522 2.8293 -0.77 -0.75 0.08 0.41
H -4.0385 -3.8293 1.2164 0.61 0.86 -0.64 0.40
H -2.2780 -4.7869 -0.2376 0.14 1.01 -0.07 0.60
H -2.9732 0.2779 -0.2188 0.02 -1.12 0.16 0.32
H 2.0761 0.6285 -1.7692 0.13 -1.21 0.07 0.30
H 5.5885 -0.7645 -1.9473 -1.06 0.52 0.44 0.37
H 5.0802 -0.6296 -0.2175 -0.10 0.18 -1.05 0.30
H 3.9810 1.3844 -2.2783 0.37 0.20 1.20 0.30
H 5.5793 1.6113 -1.5126 -1.17 -0.03 0.65 0.43
H 3.0232 1.5376 1.7575 0.33 0.04 -0.55 0.34
H 2.3772 0.5389 0.6527 0.64 -0.23 -0.22 0.32
H 4.3179 -4.3902 -1.0028 0.01 0.51 -0.23 0.32
H 5.0607 -3.0782 -0.3973 -0.16 0.11 -0.54 0.33
H 2.1879 -4.4971 -1.5747 -0.40 1.24 0.01 0.15
H -0.2719 -4.3758 -1.6217 -0.36 0.45 -0.33 0.37
O 6.9213 -1.0042 -3.5294 0.34 0.04 -0.18 -0.62
H 7.7168 -1.4856 -3.2733 -0.10 -0.02 -0.01 0.29
H 7.2333 -0.3658 -4.1815 -0.08 -0.04 0.03 0.28
O 3.7832 -1.4633 2.8645 -0.04 -0.16 -0.07 -0.74
H 3.4240 -0.8317 2.2244 0.29 0.13 0.00 0.40
H 4.3193 -2.0602 2.3290 -0.07 -0.02 0.07 0.31
O 7.0937 -5.4788 -0.1464 0.09 0.00 -0.08 -0.67
H 7.6997 -5.6619 -0.8738 -0.04 -0.03 0.08 0.30
H 6.5037 -4.8028 -0.4966 0.02 -0.06 -0.04 0.34
O 6.3640 -1.4977 4.4890 -0.07 0.16 0.04 -0.62
H 5.4855 -1.2828 4.1467 -0.07 -0.03 -0.05 0.35
H 6.5416 -0.8043 5.1335 0.05 -0.10 -0.04 0.32
O -6.3351 3.1031 -0.4876 -0.17 0.16 -0.59 -0.63
H -6.8583 3.7110 -1.0293 -0.08 0.11 0.13 0.31
H -6.3731 2.2644 -0.9665 0.11 -0.12 0.29 0.31
O 1.7910 4.6377 1.1614 0.16 0.19 0.09 -0.69
H 1.4236 5.2469 0.5115 -0.25 -0.31 -0.02 0.21
H 2.3293 4.0289 0.6335 0.12 0.10 0.20 0.49
O 2.5291 -5.6005 0.3845 -0.06 -0.50 -0.03 -0.57
H 2.6568 -6.5294 0.1544 0.12 0.05 0.11 0.30
H 1.6683 -5.5820 0.8250 0.07 0.36 0.05 0.29
O -8.0768 5.3439 -1.5278 -0.06 0.16 0.09 -0.64
H -8.9563 5.5527 -1.8593 0.08 -0.12 -0.01 0.29
H -7.8936 6.0468 -0.8891 0.08 0.06 -0.06 0.31
O -2.7008 1.2822 4.8052 0.16 0.06 0.22 -0.57
H -2.0470 1.9826 4.6944 -0.10 -0.02 -0.12 0.30
H -2.5376 0.9473 5.6943 -0.05 0.01 -0.07 0.28
O 6.5003 -8.2830 1.0702 0.13 0.08 0.17 -0.64
H 6.7563 -8.4807 1.9776 -0.05 -0.05 -0.09 0.32
H 6.8248 -7.3846 0.9237 -0.14 0.07 -0.14 0.34
O -4.3077 -5.8616 -2.1128 -0.09 0.10 0.12 -0.65
H -5.1903 -5.6662 -2.4468 0.09 -0.04 -0.01 0.31
H -4.1330 -5.1506 -1.4834 0.00 0.01 -0.12 0.34
O 0.5567 -3.5304 1.4050 0.17 0.02 0.04 -0.55
H 0.9958 -3.0282 0.7040 -0.02 -0.07 -0.02 0.32
H 0.9837 -3.2247 2.2147 -0.04 -0.05 -0.02 0.27
O -7.6002 8.2677 -0.2151 0.03 -0.07 0.10 -0.64
H -8.0891 8.7600 0.4558 -0.04 -0.01 -0.10 0.33
H -6.7977 8.7849 -0.3458 -0.05 -0.09 -0.06 0.31
O 2.7512 7.1851 0.2159 0.02 0.15 0.26 -0.61
H 3.0887 8.0247 0.5467 -0.05 -0.02 -0.14 0.30
H 2.7571 6.6048 0.9914 0.05 -0.16 -0.13 0.36
O -1.9789 2.5648 1.0531 0.04 -0.07 -0.19 -0.70
H -2.3416 3.1912 0.4144 0.12 0.02 0.04 0.31
H -1.4428 1.9680 0.5164 0.06 0.11 0.04 0.28
O -9.5900 10.2497 -0.8439 -0.16 0.01 -0.23 -0.62
H -10.1305 10.8459 -1.3743 0.02 0.01 0.14 0.30
H -9.4744 9.4730 -1.4044 0.16 0.02 0.12 0.32
O -0.0861 4.8535 -1.2022 0.11 0.21 -0.05 -0.61
H 0.6292 5.0438 -1.8212 -0.10 -0.03 -0.02 0.29
H -0.3505 5.7223 -0.8767 -0.07 -0.07 -0.07 0.30
O 2.1112 -2.5775 -5.1755 0.18 0.08 0.02 -0.67
H 1.6365 -2.3862 -4.3603 -0.12 -0.01 0.09 0.35
H 3.0079 -2.2762 -4.9892 -0.05 -0.06 -0.04 0.32
```
Forces are in eV/Å.